DFT (ωB97M-V/def2-TZVPD) results for a cluster of 12 separate species, C42H72O30S3 in total at a distorted geometry.

Calculated values
2S+1 = 1
ΔE to the lowest compared entry with this formula, charge and spin = 60.6 kcal/mol
Calculated total energy = -5095.25144 Eh
Strongest force on any atom = 6.904 eV/Å
HOMO = -8.198 eV
Kohn-Sham gap = 7.743 eV

CARTESIAN COORDINATES (ANGSTROEM)
C -3.28641 6.95928 -3.08932
C -3.50214 6.77701 -1.57329
C -4.94810 6.64873 -1.13501
O -4.88059 5.58075 -0.25383
C -3.78886 4.91342 -0.29982
O -3.57800 3.90552 0.35193
O -2.89005 5.54473 -1.17549
H -3.73776 6.19853 -3.72623
H -2.24190 7.07410 -3.37900
H -3.76780 7.90681 -3.33126
H -3.06630 7.63109 -1.05494
H -5.62287 6.53653 -1.98365
H -5.28964 7.56995 -0.66299
C 6.61764 4.36971 -0.83866
C 5.76839 3.81323 0.25302
C 4.38036 4.40356 0.41713
O 3.54645 3.32077 0.47576
C 4.08239 2.21882 0.09592
O 3.57646 1.11173 0.13320
O 5.39090 2.47484 -0.07983
H 7.38444 3.68611 -1.20308
H 6.96930 5.36431 -0.56438
H 5.92990 4.46329 -1.67912
H 6.24232 3.92757 1.22792
H 4.05485 5.14069 -0.31689
H 4.32650 4.97732 1.34234
C -1.16344 -1.31663 -6.41776
C 0.15259 -1.10713 -5.63341
C 0.99846 -0.04041 -6.28933
O 1.47461 0.66329 -5.18773
C 0.83141 0.32234 -4.08268
O 0.88076 0.92819 -3.01397
O -0.02654 -0.71446 -4.27439
H -1.56388 -2.29872 -6.16627
H -0.97429 -1.28770 -7.49083
H -1.81816 -0.48739 -6.14982
H 0.55532 -2.11741 -5.56093
H 0.34552 0.57745 -6.90578
H 1.85685 -0.41970 -6.84376
C -1.94778 -1.40393 3.63622
C -0.67153 -1.81458 4.34131
C -0.76493 -2.82523 5.43525
O 0.02876 -3.91645 5.05136
C 0.53829 -3.69139 3.84182
O 1.14237 -4.47200 3.12636
O 0.15928 -2.50468 3.41764
H -1.68815 -0.69438 2.85057
H -2.55281 -0.88467 4.37946
H -2.54433 -2.20389 3.19771
H -0.23539 -0.93887 4.82197
H -1.81277 -3.08979 5.57713
H -0.40494 -2.44392 6.39081
C -0.20543 1.72464 0.85282
C -0.28651 0.45148 -0.05431
C 0.77624 -0.55606 0.19530
O 0.09216 -1.81443 0.08903
C -1.25616 -1.61143 0.20249
O -2.03604 -2.55885 0.23792
O -1.46254 -0.28891 0.22233
H 0.65410 2.38590 0.74312
H -0.34506 1.51401 1.91311
H -1.04342 2.36743 0.58319
H -0.42456 0.68984 -1.10893
H 1.34846 -0.29974 1.08691
H 1.47231 -0.37045 -0.62271
C -4.82565 2.70929 3.30702
C -3.34284 2.71932 3.16999
C -2.64002 3.97971 3.75041
O -1.76992 3.32966 4.63082
C -1.89741 2.02769 4.66940
O -1.27898 1.38039 5.51483
O -2.86941 1.65784 3.97609
H -5.32875 1.74482 3.23770
H -5.41174 3.44738 2.75946
H -5.14557 2.96573 4.31697
H -2.98911 2.51795 2.15885
H -3.25910 4.73231 4.23870
H -2.06788 4.42707 2.93762
C 4.46279 -2.09988 1.37900
C 5.57224 -2.35954 2.35457
C 5.26417 -3.43606 3.41851
O 6.45033 -4.11437 3.65681
C 7.19884 -3.90381 2.62416
O 8.22330 -4.61094 2.39355
O 6.70661 -2.98189 1.79558
H 4.07335 -3.01520 0.93333
H 4.84320 -1.57256 0.50417
H 3.58503 -1.52570 1.67557
H 5.93813 -1.48224 2.88802
H 4.48529 -4.13936 3.12389
H 4.92330 -2.83380 4.26065
C 2.35107 -3.67301 -1.28558
C 2.39002 -2.60351 -2.37414
C 3.73553 -1.77373 -2.45014
O 3.99986 -1.71807 -3.86417
C 3.20361 -2.59103 -4.49436
O 3.30583 -2.83597 -5.69551
O 2.38534 -3.22618 -3.63587
H 2.20508 -3.19121 -0.31881
H 3.20676 -4.33771 -1.16699
H 1.45477 -4.29325 -1.29303
H 1.47333 -2.01771 -2.30616
H 4.52437 -2.19074 -1.82411
H 3.53145 -0.79684 -2.01181
C -3.15311 0.90714 -2.62873
C -3.23335 2.02696 -3.65572
C -2.12640 3.05805 -3.58891
O -1.73394 3.20712 -4.94399
C -2.37265 2.27137 -5.69960
O -2.22576 2.02184 -6.87447
O -3.10263 1.52699 -4.92598
H -3.33340 1.37264 -1.65976
H -2.19877 0.38803 -2.54018
H -3.86588 0.08583 -2.70311
H -4.19855 2.53192 -3.69464
H -1.34093 2.56109 -3.01955
H -2.29648 4.04291 -3.15391
C -2.55421 -5.46135 2.77775
S -1.79544 -6.63052 1.56221
O -2.87437 -7.73061 1.33404
C -1.85955 -5.58854 0.04756
H -3.38974 -4.94393 2.30628
H -2.06357 -4.59663 3.22455
H -2.95476 -6.03595 3.61290
H -2.82868 -5.09015 0.02576
H -1.74633 -6.18873 -0.85525
H -1.05655 -4.85843 0.14864
C 1.84778 1.07354 3.93053
S 3.23062 0.00312 4.64470
O 2.88447 -1.48018 4.35199
C 2.82625 0.31856 6.39079
H 2.03927 1.20916 2.86609
H 1.75729 1.99764 4.50144
H 0.84350 0.68296 4.09477
H 3.48011 -0.17191 7.11191
H 1.83336 -0.08069 6.59787
H 2.77487 1.38845 6.59276
C -4.81246 -3.27027 -1.86577
S -3.80711 -4.55377 -2.68102
O -4.58143 -4.94336 -3.96259
C -2.56696 -3.34117 -3.30803
H -5.50226 -3.64976 -1.11194
H -5.32649 -2.57203 -2.52633
H -4.18105 -2.51824 -1.39262
H -1.85333 -3.82046 -3.97819
H -1.98692 -2.75360 -2.59640
H -3.01003 -2.67966 -4.05248

=====

DFT (ωB97M-V/def2-TZVPD) results for a cluster of 14 separate species, C42H72O42 in total at a distorted geometry.

Calculated values
2S+1 = 1
ΔE to the lowest compared entry with this formula, charge and spin = 51.6 kcal/mol
Calculated total energy = -4803.59928 Eh
Strongest force on any atom = 5.653 eV/Å
HOMO = -9.908 eV
Kohn-Sham gap = 9.819 eV

CARTESIAN COORDINATES (ANGSTROEM)
C 12.15215 4.18832 -17.96671
C 11.04471 4.75451 -17.13841
O 9.93658 4.57885 -18.00470
C 10.26119 3.54356 -18.89438
O 9.41420 3.07299 -19.66734
O 11.56842 3.28800 -18.79030
H 12.82393 3.61724 -17.32586
H 12.77136 4.93959 -18.45687
H 11.23603 5.82128 -17.02226
H 10.98270 4.27271 -16.16264
C 12.73621 14.53214 -22.92487
C 12.51647 13.11599 -23.45281
O 12.59106 12.43420 -22.27757
C 12.08257 13.13235 -21.26733
O 11.65852 12.77141 -20.17491
O 11.96489 14.39836 -21.77130
H 12.33274 15.33077 -23.54737
H 13.72233 14.90591 -22.64928
H 13.24183 12.76116 -24.18496
H 11.54950 12.91843 -23.91545
C 9.39625 15.31817 -19.96587
C 7.99742 14.82845 -19.52410
O 7.18816 15.30067 -20.60315
C 7.94962 15.76521 -21.67234
O 7.45674 16.09543 -22.72274
O 9.25628 15.65744 -21.30982
H 10.08075 14.47785 -19.85001
H 9.77155 16.17145 -19.40092
H 7.70177 15.28301 -18.57855
H 7.94810 13.74443 -19.42127
C 7.90550 4.28090 -14.50039
C 7.34397 5.66181 -14.17713
O 6.99955 5.51766 -12.81374
C 7.02314 4.21269 -12.40075
O 6.59855 3.84408 -11.28630
O 7.37567 3.47877 -13.51181
H 8.99208 4.34646 -14.44429
H 7.62253 3.97953 -15.50896
H 6.51085 6.02737 -14.77746
H 8.18879 6.35019 -14.19923
C 11.92065 7.46380 -21.98271
C 12.48156 6.26218 -21.16062
O 11.41584 5.32262 -21.18207
C 10.27350 5.95557 -21.55064
O 9.16012 5.41294 -21.54580
O 10.51393 7.20118 -22.00158
H 12.28175 7.50425 -23.01036
H 11.99357 8.39128 -21.41476
H 12.87350 6.62526 -20.21053
H 13.34431 5.85763 -21.68987
C 7.86673 7.90540 -23.48706
C 6.43040 8.45848 -23.60748
O 5.82306 7.44836 -24.40795
C 6.76707 6.89765 -25.17471
O 6.57472 6.14641 -26.18127
O 7.95863 7.26311 -24.69839
H 7.85115 7.20541 -22.65167
H 8.52590 8.76254 -23.34959
H 6.33893 9.46342 -24.01960
H 6.04312 8.43723 -22.58882
C 11.30599 12.98451 -16.63794
O 10.35917 12.00193 -17.05466
C 8.99265 12.33763 -17.10596
O 8.41457 13.42288 -17.00531
O 8.37787 11.25863 -17.55331
C 7.00857 11.05504 -17.53601
H 12.19016 12.48727 -16.23907
H 10.98502 13.61425 -15.80816
H 11.51821 13.72510 -17.40902
H 6.74652 10.55615 -18.46903
H 6.34371 11.90922 -17.40781
H 6.71592 10.36123 -16.74794
C 4.24531 9.35602 -18.11879
O 3.76149 8.61590 -16.99848
C 4.63817 8.12737 -16.06140
O 5.88826 8.14335 -16.09700
O 3.86842 7.84147 -14.99085
C 4.38688 7.61733 -13.66219
H 3.37332 9.50999 -18.75442
H 5.05584 8.81476 -18.60682
H 4.63287 10.32702 -17.81048
H 5.07174 6.77314 -13.58219
H 3.55098 7.49475 -12.97346
H 4.86269 8.56252 -13.40079
C 6.60795 2.82948 -17.46937
O 5.80511 3.88894 -16.98980
C 4.62250 4.16560 -17.53606
O 4.08079 3.54908 -18.49636
O 4.07921 5.10650 -16.74721
C 2.73470 5.59346 -16.99369
H 6.02463 1.90978 -17.42456
H 7.61275 2.71798 -17.06188
H 6.68721 2.91765 -18.55291
H 2.45964 6.17697 -16.11508
H 1.98920 4.82760 -17.20766
H 2.69470 6.24405 -17.86733
C 4.96206 0.00427 -24.51094
O 5.23027 0.75442 -23.30703
C 6.01817 1.84633 -23.48679
O 6.77175 2.05060 -24.47097
O 5.95755 2.57582 -22.39983
C 6.75763 3.72200 -22.27016
H 4.36467 -0.87240 -24.26059
H 5.87527 -0.35320 -24.98672
H 4.30835 0.55562 -25.18678
H 6.42251 4.39739 -21.48299
H 7.04231 4.22173 -23.19609
H 7.73382 3.36848 -21.93821
C 12.20381 9.79885 -18.35135
O 13.24704 10.06372 -17.39704
C 13.80424 9.00344 -16.65840
O 13.44959 7.83693 -16.75608
O 14.65916 9.54839 -15.82125
C 15.36499 8.69152 -14.89805
H 12.16475 10.52096 -19.16690
H 11.22046 9.65649 -17.90320
H 12.47793 8.91263 -18.92369
H 16.14233 8.12411 -15.40978
H 14.66098 7.95137 -14.51774
H 15.87131 9.32769 -14.17207
C 2.81858 9.10464 -22.76152
O 3.05529 10.05418 -21.74732
C 4.06557 10.89415 -21.85299
O 4.75968 11.10279 -22.81000
O 4.18163 11.41952 -20.62852
C 5.20726 12.32195 -20.36817
H 3.60577 8.35984 -22.87853
H 2.75860 9.56704 -23.74675
H 1.88904 8.54893 -22.63806
H 5.14009 12.80314 -19.39244
H 5.19842 13.10449 -21.12688
H 6.17628 11.85941 -20.55560
C 9.70360 8.33382 -15.69997
O 10.73784 8.49556 -14.75124
C 11.19070 7.38774 -14.18186
O 10.75183 6.26080 -14.20140
O 12.33741 7.76172 -13.48420
C 12.88557 6.88807 -12.58124
H 9.78633 9.06569 -16.50349
H 8.71450 8.55951 -15.30144
H 9.73072 7.51415 -16.41795
H 13.56926 7.52501 -12.02000
H 13.54662 6.17246 -13.07014
H 12.26078 6.36760 -11.85541
C 9.13689 10.24364 -20.60756
O 9.06564 9.06177 -19.78926
C 8.00192 8.32330 -19.73690
O 7.04691 8.52559 -20.50249
O 8.18094 7.42763 -18.79136
C 7.30426 6.32040 -18.67146
H 8.44267 10.93701 -20.13278
H 8.87609 10.03108 -21.64434
H 10.13061 10.69154 -20.60447
H 6.30954 6.60496 -18.32846
H 7.69258 5.56502 -17.98831
H 7.16640 5.78409 -19.61032

=====

DFT (ωB97M-V/def2-TZVPD) results for a cluster of 5 separate species, C42H76N4O11Si in total at a distorted geometry.

Calculated values
2S+1 = 1
Calculated total energy = -2981.97447 Eh
Structure (SMILES) = CCNc1c(CCCCCOCC)c([Si](C)(C)C)c(NCC)c2nc(CCOC(C)=O)cnc12.CCOC(C)=O.CCOC(C)=O.CCOC(C)=O.CCOC(C)=O
Strongest force on any atom = 4.182 eV/Å
HOMO = -7.764 eV
Kohn-Sham gap = 7.770 eV

CARTESIAN COORDINATES (ANGSTROEM)
C 0.04111 5.12711 1.29285
C 1.37137 4.69565 0.56842
N 1.28273 3.43063 -0.22031
C -0.10090 3.01690 -0.45289
C -0.94783 3.67341 -1.46461
C -0.24797 4.79746 -2.29443
C -0.09140 4.42715 -3.84800
C 1.40184 3.96687 -4.19077
C 1.39218 2.36598 -4.14277
C 2.81923 1.89809 -4.63102
O 3.11406 0.55178 -4.24319
C 3.27480 -0.33773 -5.35970
C 4.45716 -1.36286 -5.02154
C -2.40801 3.27134 -1.68046
Si -3.53693 4.08258 -2.98223
C -3.06514 5.84665 -3.50853
C -5.38918 4.19504 -2.43794
C -3.58499 3.04046 -4.60782
C -2.89637 2.16843 -0.82695
N -4.24530 1.67283 -0.90397
C -4.53127 0.80679 -2.05183
C -5.10685 -0.57957 -1.46978
C -2.01021 1.47900 0.18328
N -2.58152 0.43953 0.90544
C -1.73311 -0.16609 1.76112
C -2.29856 -1.38423 2.59139
C -3.75303 -0.94886 3.07067
O -4.75561 -1.22739 2.04692
C -5.95450 -1.55183 2.71772
C -6.25652 -3.08331 2.86279
O -6.64957 -0.67968 3.16663
C -0.32989 0.29252 1.92688
N 0.28926 1.31754 1.29364
C -0.61436 1.87848 0.39770
H 0.31283 5.97658 1.98945
H -0.67892 5.56339 0.55383
H -0.41040 4.33418 1.94410
H 2.18761 4.60514 1.33550
H 1.64210 5.54591 -0.12751
H 1.77683 3.48881 -1.10912
H 0.79894 5.01913 -1.95314
H -0.79901 5.77349 -2.15466
H -0.80973 3.63717 -4.17337
H -0.24381 5.39103 -4.41603
H 1.64591 4.32596 -5.23438
H 2.15708 4.35575 -3.46103
H 1.17296 2.08347 -3.07209
H 0.60261 1.94918 -4.82251
H 2.88998 2.09721 -5.73209
H 3.56604 2.56212 -4.09529
H 3.56250 0.16161 -6.31856
H 2.33991 -0.95761 -5.42745
H 4.07265 -2.41288 -4.91842
H 5.16176 -1.37828 -5.90213
H 5.06787 -1.04402 -4.14081
H -2.75230 6.41634 -2.58414
H -3.98158 6.38889 -3.89116
H -2.29691 5.91335 -4.31692
H -5.41630 4.48475 -1.35275
H -5.85458 5.01817 -3.05327
H -5.86991 3.20217 -2.62445
H -2.58200 2.93632 -5.09116
H -4.22408 3.65927 -5.31253
H -4.13475 2.07838 -4.46001
H -4.95765 2.36450 -0.69697
H -3.62562 0.52591 -2.65754
H -5.31036 1.18297 -2.76650
H -5.91830 -1.01620 -2.10562
H -4.27982 -1.29184 -1.21825
H -5.57339 -0.29855 -0.47894
H -1.59637 -1.54917 3.44708
H -2.41938 -2.29323 1.93476
H -4.03693 -1.40136 4.05625
H -3.75641 0.17124 3.20402
H -7.34961 -3.29088 2.95429
H -5.67636 -3.41226 3.77456
H -5.77351 -3.61103 1.99705
H 0.29833 -0.28256 2.66262
C 3.75132 -6.94694 -3.47412
C 5.22755 -6.66268 -3.66047
O 5.47513 -5.25116 -3.74430
C 5.62417 -4.45076 -2.67395
C 5.26409 -4.97440 -1.30900
O 5.98094 -3.31039 -2.82696
H 3.37371 -6.52396 -2.54175
H 3.56577 -8.02238 -3.46499
H 3.17205 -6.49615 -4.28283
H 5.84565 -7.12158 -2.88755
H 5.55656 -7.08572 -4.61078
H 4.24298 -4.67237 -1.07210
H 5.94556 -4.53551 -0.58034
H 5.35741 -6.05339 -1.20846
C 10.85483 -6.93333 -0.81434
C 10.04679 -8.01865 -0.13311
O 8.71076 -8.07297 -0.65176
C 8.36012 -8.74133 -1.76373
C 9.43399 -9.25729 -2.68315
O 7.19347 -8.86216 -2.04258
H 10.96133 -7.12072 -1.88400
H 11.85175 -6.86410 -0.37565
H 10.35683 -5.96743 -0.71093
H 10.52609 -8.99822 -0.18843
H 9.94901 -7.78207 0.92712
H 9.59691 -8.53040 -3.48001
H 9.09313 -10.19628 -3.11907
H 10.37768 -9.47141 -2.18768
C -10.40918 -4.51150 6.45370
C -9.40072 -4.13824 7.52077
O -8.07508 -4.07194 6.98025
C -7.56778 -2.99184 6.35785
C -8.48786 -1.86999 5.95876
O -6.39810 -2.96456 6.07105
H -10.45152 -3.76415 5.65977
H -11.40640 -4.61226 6.88580
H -10.13204 -5.45697 5.98343
H -9.65775 -3.21098 8.03686
H -9.37712 -4.91924 8.28196
H -8.78653 -2.00911 4.91899
H -7.94570 -0.92939 6.05108
H -9.37372 -1.77910 6.58307
C 4.24450 6.73344 5.90381
C 3.47960 8.03688 5.79809
O 2.71449 8.09178 4.58763
C 1.48918 7.55372 4.44456
C 0.96858 6.61587 5.50082
O 0.85336 7.77695 3.44691
H 3.57357 5.87369 5.93993
H 4.86548 6.72401 6.80142
H 4.88552 6.59748 5.03074
H 2.84675 8.22544 6.66788
H 4.18706 8.86550 5.74532
H 1.17465 5.58905 5.19511
H -0.10911 6.75503 5.58480
H 1.38065 6.79000 6.49189